P.
# C3H4IN

The molecule C3H4IN (ωB97M-V with the def2-TZVPD basis set, the Open Molecules 2025 dataset).

Structure (XYZ):
```
9
Properties=species:S:1:pos:R:3:mulliken_charge:R:1
C 1.4181 0.1949 -0.1101 -0.27
H -2.5010 -0.4784 -0.5999 0.25
H -1.3078 0.9110 1.2889 0.30
N 0.6652 0.0581 0.9302 -0.35
H -0.7585 -1.0914 -0.8709 0.30
C -1.4289 -0.5224 -0.2999 -0.66
I 3.5262 0.1316 0.2522 0.01
C -0.7728 0.2603 0.5611 0.00
H 1.1595 0.5363 -1.1516 0.42
```

SMILES: C=C/N=C/I
Multiplicity: 1
LUMO level in eV: 0.3



Q.
# C3H4IN

A cluster of 2 separate species, C3H4IN in total (ωB97M-V with the def2-TZVPD basis set, the Open Molecules 2025 dataset).

Structure (XYZ):
```
9
Properties=species:S:1:pos:R:3:mulliken_charge:R:1
I -1.8155 -3.0570 0.8259 -0.10
H -1.4263 0.7779 -1.6095 0.31
H 2.3595 1.3251 1.7757 0.45
C 1.1275 0.7669 0.0253 0.25
H -0.8940 1.8296 -0.3742 0.30
N 0.3850 0.3549 -0.9698 -0.46
C 1.7271 1.1718 0.9810 -0.48
C -0.6697 1.0389 -1.0047 -0.37
H -0.7935 -4.2081 0.3503 0.10
```

SMILES: C#CN=C.I
Multiplicity: 1
LUMO level in eV: 0.3



R.
# C3H4IN

A cluster of 2 separate species, C3H4IN in total (ωB97M-V with the def2-TZVPD basis set, the Open Molecules 2025 dataset).

Structure (XYZ):
```
9
Properties=species:S:1:pos:R:3:mulliken_charge:R:1
H 0.6264 -1.6619 -0.4898 0.36
H 0.9404 -0.2835 -1.5580 0.28
C -0.5526 -0.0952 1.4525 0.33
H -0.7424 -1.0383 -1.0331 0.34
C 0.1390 0.3046 0.3015 -0.22
I 1.7884 1.6594 0.4421 0.15
C 0.2252 -0.7560 -0.7924 -0.93
H -1.2059 2.1380 -0.6976 0.05
N -1.2183 -0.2670 2.3747 -0.37
```

Multiplicity: 1
LUMO level (alpha / beta) in eV: -1.5 / -0.7



S.
# C3H4IN

A cluster of 2 separate species, C3H4IN in total (ωB97M-V with the def2-TZVPD basis set, the Open Molecules 2025 dataset).

Structure (XYZ):
```
9
Properties=species:S:1:pos:R:3:mulliken_charge:R:1
N -1.6021 0.5945 -2.0733 -0.34
C -0.7391 0.3957 -1.3429 0.18
C -0.1577 -0.3712 0.9521 -1.02
H -0.6942 0.3410 1.5827 0.36
C 0.2444 0.2460 -0.3602 -0.22
H -0.8040 -1.2294 0.7699 0.37
H 0.7216 -0.7073 1.4972 0.33
I 1.5277 1.9317 -0.2332 0.15
H 1.5035 -1.2009 -0.7923 0.20
```

Multiplicity: 1
LUMO level (alpha / beta) in eV: -1.5 / -1.2



Stability check: which of them is most stable? P.



P.
# C3H9NO

A cluster of 2 separate species, C3H9NO in total (ωB97M-V with the def2-TZVPD basis set, the Open Molecules 2025 dataset).

Structure (XYZ):
```
14
Properties=species:S:1:pos:R:3:mulliken_spin:R:1
C 0.4794 0.5131 -1.3203 0.02
C -0.3867 -0.3741 -0.4585 0.09
H -0.8236 0.3383 0.3190 0.00
H -0.3683 2.3542 2.0945 0.00
H 1.1490 1.0989 -0.6812 0.00
H 0.6980 -3.1247 1.1703 0.07
C -0.0347 -2.4890 0.6347 -0.06
H -1.2058 -0.8516 -0.9706 0.03
H -0.1298 3.0031 0.6713 0.00
O 0.1747 2.9560 1.5799 0.00
H -0.9566 -2.9919 0.4278 0.06
H 1.2052 -0.1401 -1.7850 0.00
H -0.1996 1.0725 -2.0034 0.00
N 0.3987 -1.3648 0.3215 0.79
```

Expectation value of S²: 0.760
Total charge: +1
Multiplicity: 2
LUMO level (alpha / beta) in eV: -5.5 / -9.4



Q.
# C3H9NO

A cluster of 2 separate species, C3H9NO in total (ωB97M-V with the def2-TZVPD basis set, the Open Molecules 2025 dataset).

Structure (XYZ):
```
14
Properties=species:S:1:pos:R:3:mulliken_spin:R:1
C -1.4875 -0.8403 0.8767 0.00
C 2.1799 0.8156 -3.2385 -0.02
H 4.1929 1.0295 -2.8985 0.02
H 1.8504 0.0159 -2.5618 0.07
N 3.3716 1.0036 -3.5319 0.86
H -2.1096 -0.0653 0.4141 0.00
H -0.9343 -1.5388 2.8234 0.00
H -2.1332 0.1820 3.8646 0.00
H -0.4453 -0.6127 0.6265 0.00
O -1.9128 0.2687 2.9305 0.00
C -1.7717 -1.0174 2.3456 0.00
H 1.4402 1.5368 -3.6299 0.07
H -1.7524 -1.7409 0.3291 0.00
H -2.6544 -1.6400 2.4502 0.00
```

Expectation value of S²: 0.759
Total charge: +1
Multiplicity: 2
LUMO level (alpha / beta) in eV: -7.0 / -9.5



Stability check: which of them is most stable? P.



P.
# C9H11O2

A cluster of 2 separate species, C9H11O2 in total (ωB97M-V with the def2-TZVPD basis set, the Open Molecules 2025 dataset).

Structure (XYZ):
```
22
Properties=species:S:1:pos:R:3:mulliken_charge:R:1
C 1.7021 4.0673 0.5761 -0.93
H -1.4668 -1.0166 1.5132 0.26
C 0.8072 -0.9734 -1.0304 -0.46
H -3.1829 -2.3640 1.1128 0.36
C -2.8989 -2.8017 0.1519 -1.33
H 2.6514 4.0741 0.0496 0.27
H 0.8215 0.0982 0.7563 0.43
H -2.6991 -3.8572 0.3063 0.27
H 1.6432 4.5897 1.5269 0.27
C -1.6335 -2.0989 -0.2613 0.89
C -1.0987 -2.3050 -1.5583 -0.36
C -0.9841 -1.1896 0.5548 -0.51
C 0.1168 -1.8002 -1.9407 -0.42
H -3.7226 -2.6477 -0.5458 0.32
O 0.2994 2.4609 1.6076 -0.74
C 0.2567 -0.6482 0.1829 -0.52
C 1.3137 2.5927 0.8984 0.68
H 0.5310 -2.0210 -2.9167 0.35
O 2.0451 1.6914 0.4184 -0.76
H 0.9240 4.4386 -0.0955 0.21
H -1.7673 -2.8942 -2.1861 0.30
H 1.7495 -0.5063 -1.2834 0.40
```

Total charge: -1
Multiplicity: 1
LUMO level in eV: 3.4



Q.
# C9H11O2

A cluster of 2 separate species, C9H11O2 in total (ωB97M-V with the def2-TZVPD basis set, the Open Molecules 2025 dataset).

Structure (XYZ):
```
22
Properties=species:S:1:pos:R:3:mulliken_charge:R:1
H -2.5234 1.8705 1.1801 0.29
H 1.6922 0.3439 1.6885 0.31
H -1.0457 -3.1219 -1.5558 0.35
H -2.0359 3.2653 0.2715 0.28
H -1.6756 1.5964 -0.3584 0.15
C -0.4397 2.1933 1.3102 0.69
C 0.0261 -1.4915 -2.3896 -0.47
C -1.7534 2.2454 0.5146 -0.85
O -0.4929 1.7532 2.4895 -0.78
H 1.5113 -1.4095 2.3265 0.43
H 1.2387 0.2569 -2.8617 0.33
C -0.0488 -2.0219 -0.0260 -0.49
C 0.8399 -0.9765 0.2488 0.88
H 1.8764 0.6823 -0.5777 0.22
H 0.2284 -0.3239 2.1121 0.36
C 1.3072 -0.2062 -0.8105 -0.34
O 0.5143 2.8716 0.8407 -0.73
C -0.4272 -2.2741 -1.3349 -0.34
C 1.1836 -0.6179 1.6623 -1.53
C 0.9159 -0.4665 -2.1223 -0.43
H -0.5899 -2.4789 0.7906 0.31
H -0.3019 -1.6898 -3.3984 0.37
```

Total charge: -1
Multiplicity: 1
LUMO level in eV: 3.5



Stability check: which of them is most stable? P.



P.
# C3H11NO2

A cluster of 3 separate species, C3H11NO2 in total (ωB97M-V with the def2-TZVPD basis set, the Open Molecules 2025 dataset).

Structure (XYZ):
```
17
Properties=species:S:1:pos:R:3:mulliken_spin:R:1
H 1.1584 2.0060 -1.3826 -0.02
H -1.8977 0.5498 -0.2712 0.01
O 1.3191 -3.4341 0.6931 0.00
C -0.6295 1.9986 0.6153 0.11
H 1.2090 1.1878 1.4239 -0.01
H 0.8921 -3.2985 -0.1848 0.00
C -1.7908 1.5525 0.1527 0.13
H 1.1570 -2.5143 0.9569 0.00
H -0.8133 -2.1345 -1.1577 0.00
H -2.7900 1.9711 0.0773 0.01
H 0.4521 0.1653 0.1662 0.02
C 0.6453 1.1909 0.4819 0.02
N 1.5690 1.7759 -0.4639 0.75
H 1.9577 2.6967 -0.2190 -0.01
H -1.2938 -3.6238 -0.8178 0.00
O -0.5934 -3.0492 -1.1784 0.00
H -0.5511 2.9599 1.1079 0.00
```

Expectation value of S²: 0.761
Total charge: +1
Multiplicity: 2
LUMO level (alpha / beta) in eV: -3.9 / -9.5



Q.
# C3H11NO2

A cluster of 2 separate species, C3H11NO2 in total (ωB97M-V with the def2-TZVPD basis set, the Open Molecules 2025 dataset).

Structure (XYZ):
```
17
Properties=species:S:1:pos:R:3:mulliken_spin:R:1
O 0.0173 -4.2674 3.9564 0.00
H 0.9087 0.5123 0.2114 0.03
H 0.3819 -1.2372 -1.0243 0.00
H 1.0436 2.7153 0.6933 0.00
H 1.4384 0.7435 -1.3987 0.05
H -1.4183 -1.5389 -1.4247 0.02
H 0.4541 -5.0874 4.1907 0.00
C 0.5589 2.6142 -0.2701 -0.01
O -0.7184 3.2643 -0.0749 0.00
H -0.3228 -0.9129 -2.5584 0.05
H 1.1147 3.1338 -1.0570 0.00
H -0.6587 -4.5014 3.3128 0.00
H -1.1831 2.6240 0.4881 0.00
C -0.5396 -0.8742 -1.4825 0.03
C 0.6445 1.0876 -0.6905 0.04
H -1.0355 1.1655 -1.8087 0.00
N -0.6857 0.5589 -1.0628 0.79
```

Expectation value of S²: 0.754
Total charge: +1
Multiplicity: 2
LUMO level (alpha / beta) in eV: -3.5 / -8.8



Stability check: which of them is most stable? Q.



P.
# C3H8BrOPS

A structure of composition C3H8BrOPS (ωB97M-V with the def2-TZVPD basis set, the Open Molecules 2025 dataset).

Structure (XYZ):
```
15
Properties=species:S:1:pos:R:3:mulliken_charge:R:1
O 1.2461 -0.9889 -0.7532 -0.19
C 1.8047 0.3611 -0.5204 -0.37
C -3.1536 -0.3165 1.5086 -0.87
H 2.8015 0.2131 -0.4809 0.46
H -3.5155 0.5860 1.1775 0.29
H 2.1423 1.8916 -1.9104 0.35
H 1.4231 0.8350 0.2875 0.45
P 0.5956 -2.1059 0.1834 0.28
H -2.9882 -0.1063 2.4867 0.32
H 1.3554 0.4875 -2.5607 0.39
H -3.7617 -1.1591 1.3321 0.27
Br 1.6987 -1.7259 2.1265 -0.18
C 1.4137 1.0922 -1.7670 -1.30
S -1.5082 -0.5005 0.5942 -0.26
H 0.4464 1.4366 -1.7040 0.36
```

Multiplicity: 1
LUMO level in eV: -0.8



Q.
# C3H8BrOPS

The molecule C3H8BrOPS (ωB97M-V with the def2-TZVPD basis set, the Open Molecules 2025 dataset).

Structure (XYZ):
```
15
Properties=species:S:1:pos:R:3:mulliken_charge:R:1
H -1.9386 -1.9283 -1.4247 0.34
Br 1.7268 -1.5494 0.0916 -0.22
H -2.0973 0.6899 -0.7465 0.32
C -1.2191 0.0277 -0.5785 -0.40
H -0.1973 -1.4853 -1.7348 0.19
C 1.0442 0.7443 1.9371 -0.99
P 1.3416 0.5982 0.1250 0.72
S 2.7603 1.7824 -0.4861 -0.39
H 1.9614 0.8889 2.5254 0.32
H -1.3872 -0.3180 0.4811 0.24
H -1.5505 -0.5659 -2.4940 0.26
H 0.4734 -0.1591 2.2687 0.34
O 0.0269 0.7947 -0.6140 -0.30
H 0.3390 1.5946 2.2368 0.31
C -1.2837 -1.1149 -1.5870 -0.74
```

SMILES: CCO[P@](C)(=S)Br
Multiplicity: 1
LUMO level in eV: 0.6



Stability check: which of them is most stable? Q.



P.
# C2H5NS2

The molecule C2H5NS2 (ωB97M-V with the def2-TZVPD basis set, the Open Molecules 2025 dataset).

Structure (XYZ):
```
10
Properties=species:S:1:pos:R:3:mulliken_charge:R:1
C -1.1799 -0.4580 0.7007 -1.15
H -1.4881 0.3708 1.2898 0.35
C -0.0511 -0.2419 -0.3097 0.45
H 0.6927 1.2497 0.8751 0.27
N 0.9402 0.5568 0.1945 -0.24
S 0.0576 -1.0936 -1.7110 -0.35
H -0.7575 -1.1337 1.3933 0.35
H 1.6064 0.8410 -1.9652 0.13
H -2.0728 -0.9701 0.3042 0.30
S 2.2524 0.8789 -0.7719 -0.13
```

SMILES: CC(=S)NS
Multiplicity: 1
LUMO level in eV: 0.6



Q.
# C2H5NS2

The molecule C2H5NS2 (ωB97M-V with the def2-TZVPD basis set, the Open Molecules 2025 dataset).

Structure (XYZ):
```
10
Properties=species:S:1:pos:R:3:mulliken_charge:R:1
H 1.7150 -1.3225 0.9958 0.22
S 1.8116 0.1313 -1.0427 -0.40
S -2.0880 0.0219 0.4807 -0.28
C 0.6979 -0.0564 0.0298 0.34
N 0.9069 -0.8592 1.0515 -0.40
H -0.1497 -1.2881 1.4229 0.26
H -2.5672 -0.7491 -0.4757 0.15
C -0.6850 0.7351 0.0033 -0.68
H -0.2011 1.6945 0.3791 0.34
H -0.8000 1.1552 -0.8889 0.45
```

SMILES: NC(=S)CS
Multiplicity: 1
LUMO level in eV: 0.6



Stability check: which of them is most stable? P.



P.
# C3H4FN

The molecule C3H4FN (ωB97M-V with the def2-TZVPD basis set, the Open Molecules 2025 dataset).

Structure (XYZ):
```
9
Properties=species:S:1:pos:R:3:mulliken_charge:R:1
C 1.9251 -0.1056 0.0065 -0.21
H -0.5562 -1.2346 0.1657 0.28
C -1.7348 0.4566 -0.0452 -0.15
H -1.9312 1.5073 -0.1808 0.37
N 0.7632 0.4467 0.0640 -0.46
H 2.7671 0.5562 0.1089 0.27
H 2.1009 -1.1697 -0.1609 0.23
F -2.8247 -0.3074 0.0025 -0.24
C -0.5094 -0.1495 0.0394 -0.08
```

SMILES: C=N/C=C/F
Multiplicity: 1
LUMO level in eV: 0.5



Q.
# C3H4FN

A cluster of 2 separate species, C3H4FN in total (ωB97M-V with the def2-TZVPD basis set, the Open Molecules 2025 dataset).

Structure (XYZ):
```
9
Properties=species:S:1:pos:R:3:mulliken_charge:R:1
H -1.1014 1.1644 -0.8994 0.26
H -1.3362 -0.6409 1.4972 0.33
N 2.1968 -1.5448 -0.7465 -0.30
C -1.1581 0.0940 0.8232 -0.53
H -1.5171 -0.5077 -1.2559 0.25
C 2.3959 -0.4984 -0.3101 0.47
F 2.6925 0.6808 0.0621 -0.17
H -0.9125 1.0283 1.3283 0.20
C -1.2599 0.2242 -0.4989 -0.50
```

SMILES: N#CF.C=C
Multiplicity: 1
LUMO level in eV: 0.5



R.
# C3H4FN

A cluster of 2 separate species, C3H4FN in total (ωB97M-V with the def2-TZVPD basis set, the Open Molecules 2025 dataset).

Structure (XYZ):
```
9
Properties=species:S:1:pos:R:3:mulliken_charge:R:1
H 1.6556 -0.4448 -0.6334 0.37
H -1.0608 -0.3719 0.5755 0.29
H -0.5148 0.4529 -0.9960 0.27
C -0.3017 0.2284 0.1075 -0.71
N 0.6582 -3.8164 0.6876 -0.33
C 0.8419 -2.7146 0.4435 -0.08
H -0.1438 1.2323 0.5323 0.30
C 0.9938 -0.4224 0.1456 0.09
F 1.8915 -0.1241 1.1171 -0.21
```

Multiplicity: 1
LUMO level in eV: -1.0



S.
# C3H4FN

The molecule C3H4FN (ωB97M-V with the def2-TZVPD basis set, the Open Molecules 2025 dataset).

Structure (XYZ):
```
9
Properties=species:S:1:pos:R:3:mulliken_charge:R:1
F -0.8175 -1.4867 -0.1212 -0.30
H 0.3087 1.6088 0.1614 0.34
C 1.3466 -0.3252 0.2266 0.23
N 2.4571 -0.8417 0.0629 -0.49
H -1.3276 -0.0986 1.4040 0.29
C -0.9651 -0.0643 0.2916 -0.23
C 0.2720 0.5511 -0.2085 -0.25
H -1.7456 0.4120 -0.5345 0.21
H 0.4714 0.2447 -1.2823 0.21
```

SMILES: N#CCCF
Multiplicity: 1
LUMO level in eV: 0.4



Stability check: which of them is most stable? P.



P.
# C3H3IO2

A cluster of 2 separate species, C3H3IO2 in total (ωB97M-V with the def2-TZVPD basis set, the Open Molecules 2025 dataset).

Structure (XYZ):
```
9
Properties=species:S:1:pos:R:3:mulliken_charge:R:1
O -1.9709 0.3828 -0.1610 -0.38
H -0.8297 1.0880 1.5672 0.22
I 2.9027 0.8729 -0.4036 -0.08
H -0.3564 1.8232 0.0464 0.25
C -0.8539 0.9838 0.4864 -0.24
O -0.1703 -2.6234 -0.4923 -0.37
C -0.4430 -1.5406 -0.1842 0.54
C -0.7444 -0.2945 -0.2130 -0.03
H 2.4661 -0.6922 -0.6459 0.09
```

SMILES: O=C=C1CO1.I
Multiplicity: 1
LUMO level in eV: 0.1



Q.
# C3H3IO2

The molecule C3H3IO2 (ωB97M-V with the def2-TZVPD basis set, the Open Molecules 2025 dataset).

Structure (XYZ):
```
9
Properties=species:S:1:pos:R:3:mulliken_charge:R:1
O -0.0649 1.3951 -0.4482 -0.11
H -0.8302 1.8880 -2.1463 0.35
I -2.7498 0.9099 0.6766 0.06
C -0.0625 -0.5235 0.9985 -0.60
O 0.0668 1.5690 -1.8151 -0.37
C -0.8101 0.3326 -0.1087 -0.30
H -0.9534 -0.2902 -0.9924 0.49
H 1.0055 -1.5423 2.6938 0.49
C 0.5495 -0.9567 2.0034 0.01
```

SMILES: C#C[C@@H](I)OO
Multiplicity: 1
LUMO level in eV: 0.0



R.
# C3H3IO2

The molecule C3H3IO2 (ωB97M-V with the def2-TZVPD basis set, the Open Molecules 2025 dataset).

Structure (XYZ):
```
9
Properties=species:S:1:pos:R:3:mulliken_charge:R:1
H 0.8683 1.4708 0.9846 0.30
H 0.3873 0.5574 -1.5399 0.17
C -0.7640 0.0339 0.9152 -0.18
O 0.1488 -1.3840 -0.7986 -0.23
I -2.5406 0.6373 1.8222 0.16
H 1.8135 -0.4319 -1.0820 0.32
C 0.7738 -0.2041 -0.7844 -0.14
C 0.3691 0.5550 0.4779 -0.18
O -1.0562 -1.2344 0.0052 -0.23
```

SMILES: IC1=CCOO1
Multiplicity: 1
LUMO level in eV: 0.0



Stability check: which of them is most stable? P.